{
  "formula": "C17H17BrO3SZn",
  "method": "wB97M-V/def2-TZVPD",
  "elements": ["C", "C", "H", "C", "C", "C", "H", "C", "H", "O", "H", "C", "H", "H", "H", "H", "C", "C", "Br", "S", "H", "H", "C", "H", "C", "C", "H", "H", "C", "C", "H", "C", "H", "C", "C", "O", "H", "Zn", "H", "O"],
  "positions_angstrom": [[0.03282, 0.78685, 5.34037], [1.24351, 1.34327, -5.57202], [-1.80771, -1.35188, -3.00272], [0.23080, 0.46524, -6.06881], [0.12769, 1.49134, 4.11798], [-1.74122, -1.23125, -0.76719], [0.49221, 1.31150, 1.97830], [0.41577, -0.59335, 3.01612], [0.02363, 2.57639, 4.13923], [0.75045, -0.66749, 0.27538], [0.25227, -1.74496, -6.33199], [2.07636, -0.80164, -5.49119], [-1.09094, 1.43780, 7.23500], [-0.21045, 2.67964, 6.45423], [3.27440, 0.96226, -4.82996], [-0.03870, -1.17435, 6.40500], [0.09209, -0.63320, 5.40664], [-2.09931, -0.18652, 0.14214], [2.43252, -1.58977, -2.86401], [0.64090, -1.55984, 1.43830], [-2.18324, -0.22776, 1.22469], [-0.68882, 0.77109, -6.55900], [-1.75793, -0.71282, -2.10421], [0.40654, -2.47128, 4.26936], [-2.22332, 1.02206, -0.62302], [-0.16659, 1.60558, 6.64193], [0.63830, 1.52930, 7.40180], [-1.68720, -2.29429, -0.51852], [0.29689, -1.36219, 4.22410], [-2.01197, 0.71390, -1.99492], [-2.23948, 1.36870, -2.85059], [2.33817, 0.55052, -5.17369], [-2.55816, 1.97597, -0.18777], [0.34824, 0.81093, 2.93131], [0.72066, -0.85541, -5.93973], [1.83752, -2.36712, 1.72852], [2.74143, -1.64875, -5.54774], [0.43888, 0.08156, -3.84249], [1.19387, 2.42726, -5.60314], [-0.54091, -2.43727, 1.50234]],
  "mol_weight_g_mol": 446.68,
  "homo_lumo_gap_ev": 5.1,
  "multiplicity": 1,
  "e_above_lowest_kcal_mol": 37.8,
  "homo_ha": -0.02601,
  "total_charge": -2
}

***

{
  "formula": "C22H62Cl4N9O3P3",
  "method": "wB97M-V/def2-TZVPD",
  "elements": ["H", "H", "N", "C", "N", "P", "C", "H", "C", "H", "H", "C", "N", "Cl", "H", "H", "H", "C", "H", "H", "C", "H", "H", "H", "H", "H", "H", "H", "N", "H", "N", "N", "C", "N", "H", "N", "H", "H", "O", "N", "H", "H", "H", "H", "H", "C", "P", "Cl", "H", "H", "H", "C", "H", "C", "H", "H", "H", "C", "H", "H", "H", "H", "H", "C", "H", "H", "H", "H", "H", "C", "H", "C", "C", "C", "H", "H", "H", "H", "H", "H", "H", "H", "C", "P", "H", "H", "H", "H", "Cl", "H", "H", "C", "H", "C", "Cl", "H", "C", "O", "O", "C", "H", "C", "H"],
  "positions_angstrom": [[-0.03996, 2.00673, 3.31898], [1.21682, 2.27264, 0.02275], [2.42260, -4.09189, -3.20856], [0.57887, 1.79472, 6.64678], [0.27039, 5.80207, 0.53856], [0.91698, -4.73835, -3.49058], [0.58964, 7.22221, 0.42463], [-1.07566, -0.33473, 2.81621], [-2.43804, 4.31047, 5.91513], [2.83010, -7.09137, -0.52386], [3.30754, -2.32515, -2.51335], [0.89484, -2.93232, -5.56875], [-0.37087, 5.62403, -2.00733], [0.27779, -0.81269, -0.04645], [1.10685, -6.49486, -6.53129], [0.23923, -2.22880, -6.07508], [0.61255, 4.19934, 1.87296], [2.06224, -7.14890, -3.96557], [-0.64813, 2.61279, 1.44126], [-1.76537, -4.39552, -4.18464], [0.53885, 2.27110, 4.20414], [0.21239, 2.55449, 7.34580], [-0.83403, -2.96213, -1.65659], [-4.26582, 1.22850, 4.15271], [1.11766, 6.53802, -3.18899], [-1.64126, -3.12146, -5.41111], [-0.43181, -0.46189, 4.47583], [-0.12732, -7.28512, -5.53587], [1.23514, -6.07356, -4.46834], [1.95996, -6.59268, 1.83469], [-0.48006, 3.42888, -0.47839], [-0.16691, 1.82282, 5.38668], [-2.86031, 3.53466, 3.61256], [0.19665, -3.63073, -4.50207], [3.37264, -4.71163, -5.00842], [-2.42817, 3.21220, 4.96937], [-1.34829, 4.13446, -3.13241], [0.44423, 0.83089, 7.13658], [0.06573, -5.02553, -2.32196], [-2.22723, 0.66395, 4.22242], [-1.86659, -1.39443, 3.96051], [-1.49669, 4.87580, 5.84904], [-3.93843, -0.25299, 5.04129], [-0.25771, 5.53431, 2.60604], [-0.94245, 5.67765, -4.06096], [1.02722, 5.80399, -2.38692], [-1.83132, 1.71510, 5.45656], [-3.11300, -3.25902, -1.08575], [1.62737, 2.03019, 6.47763], [0.12100, 7.65731, -0.45398], [-1.30131, 1.54529, 0.14080], [0.86785, 2.94579, -0.76676], [-3.84517, -0.25337, 3.25618], [-1.16873, 2.56957, 0.48209], [1.61587, 3.73177, -0.85194], [0.67735, -6.55305, 0.51150], [1.64817, -2.25051, -5.14416], [0.46794, -6.36983, -5.65314], [-2.06730, -0.96251, 0.24999], [-2.05518, 3.91761, 2.98511], [-2.24097, 5.57545, -2.88889], [4.16009, -5.30362, -3.53951], [1.53378, -8.10392, -3.96701], [-1.38707, -1.22874, -0.55527], [0.68347, 3.36018, 4.13129], [1.69239, -2.67152, -1.84184], [1.67515, 7.36171, 0.36705], [2.35343, -5.42292, -0.90944], [-2.16860, 2.97580, 0.64903], [-1.42988, -2.73993, -0.77262], [1.45239, 4.86519, -2.77081], [0.51942, 5.28494, 1.87606], [1.57514, -6.11925, 0.93738], [-1.33544, -0.44438, 3.87529], [4.25827, -3.59520, -4.02387], [-3.20772, 5.05272, 5.69506], [0.85531, 2.33905, -1.67772], [2.98901, -7.27203, -4.54158], [2.39906, -6.90792, -2.95537], [1.42415, -3.62776, -6.22119], [-3.70492, 4.22755, 3.64989], [-3.33059, 2.66976, 3.14658], [2.67744, -6.09133, -0.11928], [-0.82023, 5.07117, -0.47777], [-1.63757, -0.75264, -1.49779], [1.53456, 1.82655, 4.21398], [-2.59490, 3.94210, 6.92716], [0.25525, 7.75673, 1.31811], [1.17343, -4.42164, 1.34459], [3.13668, -3.55434, -1.28697], [1.47149, 5.69989, 2.20949], [-3.65624, 0.32763, 4.15762], [-0.29103, -5.61472, -5.85098], [3.60315, -4.46834, -3.97143], [4.26422, -5.63774, 0.55319], [-1.55235, -2.73178, -3.69393], [2.63789, -3.10964, -2.15387], [-2.23785, 5.33421, -0.18599], [-2.32728, 1.30843, 6.78882], [-1.22788, 5.22398, -3.11932], [-1.04593, -3.33465, 0.04700], [-1.26141, -3.46637, -4.45103], [1.64336, 6.10302, -1.54566]],
  "mol_weight_g_mol": 735.53,
  "homo_lumo_gap_ev": 8.6,
  "multiplicity": 1,
  "e_above_lowest_kcal_mol": 0.0,
  "homo_ha": -0.30151,
  "smiles": "CN(C)P(=O)(N(C)C)N(C)C.CN(C)P(=O)(N(C)C)N(C)C.CN(C)P(=O)(N(C)C)N(C)C.ClCCCl.ClCCCl"
}

***

{
  "formula": "C5H14NO",
  "method": "wB97M-V/def2-TZVPD",
  "elements": ["H", "H", "H", "N", "H", "C", "O", "C", "C", "C", "H", "H", "H", "H", "H", "H", "H", "H", "H", "H", "C"],
  "positions_angstrom": [[1.65671, -1.77787, -1.69575], [-0.01339, 1.48115, 0.04855], [1.75927, 0.50394, -2.22716], [1.26816, 2.67972, -1.11071], [2.26038, 2.74242, -1.34133], [-1.13109, -1.18676, 1.48630], [-1.36744, -0.09604, 1.02706], [0.94172, 1.33766, -0.44671], [0.95415, 0.26650, -1.52370], [-2.15817, -2.17989, 1.94394], [0.03604, 0.29967, -2.11555], [-0.08278, -1.51050, 1.64285], [1.65598, -1.12545, -0.02306], [0.16620, -1.61988, -0.79333], [1.71996, 1.17567, 0.29517], [-1.70874, -2.96659, 2.54187], [0.74200, 2.76604, -1.98216], [-2.63023, -2.60494, 1.05644], [1.02924, 3.47151, -0.51286], [-2.91757, -1.66384, 2.53053], [1.13188, -1.15582, -0.97602]],
  "mol_weight_g_mol": 104.17,
  "homo_lumo_gap_ev": 9.5,
  "multiplicity": 1,
  "e_above_lowest_kcal_mol": 28.2,
  "homo_ha": -0.48002,
  "total_charge": 1
}